Entry 1:
This record from the OMol25 dataset describes a molecular structure, C26H24IIrN3O8SSi. The level of theory is ωB97M-V/def2-TZVPD.

Properties
LUMO energy (alpha / beta) (Eh): -0.0241 / -0.0941
HOMO (alpha / beta) (eV): -8.465 / -8.366
2S+1: 2
Energy relative to the best compared isomer or geometry (same formula, charge and spin) (kcal per mole): 0.0
<S²>: 0.774
E_tot (eV): -77850.081

Element x y z (Å)
Ir: 0.626 0.638 0.108
O: 3.461 -1.913 1.420
C: 2.794 -0.909 1.537
O: 2.577 -0.037 0.588
C: 2.234 -0.525 2.889
C: 3.019 -0.673 4.009
C: 2.530 -0.267 5.246
C: 1.276 0.278 5.383
C: 0.493 0.424 4.252
C: 0.925 -0.008 2.981
O: 0.123 -0.058 1.940
N: -0.814 1.053 4.432
O: -1.321 1.618 3.474
O: -1.315 1.012 5.535
N: 3.370 -0.417 6.439
O: 4.474 -0.898 6.291
O: 2.908 -0.052 7.503
H: 4.005 -1.108 3.924
H: 0.912 0.594 6.348
I: 1.303 2.939 1.209
C: -0.673 3.584 0.940
C: -1.145 4.674 1.605
C: -2.470 5.092 1.366
C: -3.239 4.427 0.457
C: -2.742 3.302 -0.244
C: -3.527 2.645 -1.218
C: -3.025 1.583 -1.915
C: -1.738 1.099 -1.634
C: -0.949 1.650 -0.643
C: -1.433 2.825 0.024
H: -0.523 5.213 2.306
H: -2.861 5.947 1.901
H: -4.251 4.754 0.253
H: -4.525 3.017 -1.418
H: -3.621 1.097 -2.677
H: -1.379 0.247 -2.195
C: 3.323 -1.898 -4.524
Si: 1.462 -1.997 -4.612
C: 0.906 -3.523 -5.543
C: 0.740 -0.472 -5.420
C: 0.792 -2.145 -2.846
C: 0.231 -3.317 -2.344
C: -0.279 -3.411 -1.049
C: -0.246 -2.294 -0.244
N: 0.289 -1.170 -0.717
C: 0.814 -1.075 -1.953
S: 1.475 0.549 -2.084
H: 3.758 -1.799 -5.521
H: 3.739 -2.794 -4.060
H: 3.638 -1.039 -3.929
H: 1.050 -3.369 -6.615
H: -0.153 -3.735 -5.383
H: 1.479 -4.408 -5.260
H: 0.995 -0.470 -6.483
H: 1.120 0.449 -4.979
H: -0.349 -0.458 -5.340
H: 0.186 -4.194 -2.979
H: -0.693 -4.336 -0.676
H: -0.624 -2.255 0.769
C: -3.363 -0.918 1.482
O: -2.728 0.316 1.234
H: -4.377 -0.797 1.876
H: -2.795 -1.541 2.182
H: -3.432 -1.450 0.531
H: -2.433 0.704 2.066

---

Entry 2:
This record from the OMol25 dataset describes a molecular structure, C4H6N2. The level of theory is ωB97M-V/def2-TZVPD.

Properties
LUMO energy (Eh): 0.0359
HOMO (eV): -9.906
Energy relative to the best compared isomer or geometry (same formula, charge and spin) (kcal per mole): 58.2
E_tot (eV): -7223.065

Element x y z (Å)
N: 2.479 0.217 -1.260
C: 1.660 0.018 -0.471
C: 0.630 -0.277 0.543
C: -0.389 0.842 0.532
C: -1.109 -0.085 -0.508
N: -0.385 -1.238 0.103
H: 1.086 -0.516 1.489
H: -0.923 0.911 1.512
H: -0.137 1.859 0.233
H: -0.809 0.093 -1.563
H: -2.022 0.248 -0.113
H: -0.042 -2.026 -0.454

---

Entry 3:
This record from the OMol25 dataset describes 4 unconnected molecules or ions with the total composition C17H32O7. The level of theory is ωB97M-V/def2-TZVPD.

Properties
LUMO energy (Eh): 0.0211
HOMO (eV): -9.289
Structure (SMILES): CC(=O)OCCOC=O.C1CCOC1.C1CCOC1.C1CCOC1
Energy relative to the best compared isomer or geometry (same formula, charge and spin) (kcal per mole): 0.8
E_tot (eV): -32477.621

Element x y z (Å)
C: 2.699 2.348 -2.254
C: 1.836 3.603 -1.734
O: 2.152 4.148 -0.668
O: 0.787 4.015 -2.587
C: -0.439 4.260 -1.864
C: -1.696 3.457 -2.421
O: -1.457 2.055 -2.674
C: -1.699 1.257 -1.544
O: -2.655 1.355 -0.767
H: 3.546 2.092 -1.552
H: 1.958 1.487 -2.310
H: 3.080 2.613 -3.292
H: -0.684 5.376 -2.002
H: -0.347 4.121 -0.732
H: -2.567 3.668 -1.715
H: -1.986 3.952 -3.414
H: -0.961 0.398 -1.360
C: 2.806 -2.879 -2.326
C: 4.212 -2.321 -2.373
C: 3.974 -0.907 -2.868
O: 2.680 -0.513 -2.392
C: 2.004 -1.673 -1.881
H: 2.695 -3.733 -1.657
H: 2.495 -3.186 -3.330
H: 4.636 -2.297 -1.364
H: 4.889 -2.888 -3.014
H: 3.956 -0.866 -3.963
H: 4.728 -0.203 -2.507
H: 1.980 -1.593 -0.790
H: 0.976 -1.692 -2.253
C: -3.726 1.722 2.382
C: -4.826 1.576 3.412
C: -4.436 2.623 4.438
O: -3.766 3.672 3.726
C: -3.476 3.217 2.397
H: -3.996 1.346 1.395
H: -2.830 1.190 2.718
H: -5.791 1.834 2.963
H: -4.903 0.573 3.834
H: -3.735 2.216 5.175
H: -5.299 3.033 4.968
H: -4.151 3.739 1.709
H: -2.447 3.474 2.136
C: 0.859 -4.756 2.667
C: -0.232 -4.675 1.622
C: 0.197 -3.468 0.811
O: 1.630 -3.415 0.873
C: 2.083 -4.331 1.879
H: 0.964 -5.744 3.117
H: 0.661 -4.035 3.467
H: -0.213 -5.572 0.995
H: -1.235 -4.573 2.039
H: -0.191 -2.539 1.243
H: -0.123 -3.527 -0.232
H: 2.544 -5.186 1.371
H: 2.838 -3.848 2.503